(1)
Below is a single C14H21N3O3 molecule at a distorted geometry, with properties calculated with wB97M-V/def2-TZVPD.

Lowest unoccupied orbital energy = -0.0092 hartree
E_HOMO = -8.06 eV
Structure (SMILES) = CC(C)NC[C@H]1CCc2cc(CO)c([N+](=O)[O-])cc2N1
Energy relative to the best compared isomer or geometry (same formula, charge and spin) = 4.6497 eV

Each line ends with the natural charge from an NBO analysis.
CARTESIAN COORDINATES (ANGSTROEM)
H (0.8042, -3.3114, -0.2600)  0.202
C (1.2973, -0.4019, -0.1424)  -0.402
H (-1.3958, 0.8216, -1.6427)  0.389
C (-1.7248, 3.2943, 1.4047)  0.032
C (0.9222, -0.0670, 1.2982)  -0.426
H (1.8178, 0.1514, 1.8825)  0.223
C (0.0336, -0.5821, -0.9846)  -0.060
C (0.3457, -0.9482, -2.4599)  -0.200
N (-2.6210, 4.4085, 1.3483)  0.526
C (1.3424, -3.2395, -2.3733)  -0.046
H (-0.5823, -1.3920, -0.5531)  0.168
C (-0.9646, 2.9999, 2.5434)  -0.076
C (-1.6433, 2.5045, 0.2631)  -0.241
H (0.1258, -4.6170, -1.2361)  0.202
H (1.3364, -0.5706, -2.7246)  0.197
C (-0.7941, 1.4041, 0.2049)  0.247
H (2.4483, -4.8911, -3.2368)  0.201
O (-2.5010, 5.2948, 2.1732)  -0.384
N (0.2907, -2.3394, -2.8191)  -0.634
C (1.6175, -4.2413, -3.4983)  -0.601
C (-1.0304, 3.7854, 3.8303)  -0.080
C (-0.1168, 1.8998, 2.4634)  -0.143
H (-2.2492, 2.7702, -0.5899)  0.237
H (1.8336, -4.6376, -0.7965)  0.213
N (-0.6922, 0.6674, -0.9380)  -0.622
H (1.8577, -3.7102, -4.4145)  0.217
C (1.0054, -3.9938, -1.0820)  -0.623
H (-0.6232, -2.7371, -2.6378)  0.354
H (-0.4577, 4.7118, 3.7217)  0.205
H (-0.3813, -0.4339, -3.0983)  0.192
H (1.8759, 0.4217, -0.5654)  0.210
H (0.4331, -0.9301, 1.7628)  0.214
H (-2.0671, 4.0733, 4.0505)  0.190
O (-3.4630, 4.4131, 0.4701)  -0.387
C (-0.0114, 1.1080, 1.3369)  -0.068
H (2.2445, -2.6372, -2.2182)  0.184
H (1.9084, -1.3029, -0.1748)  0.216
H (-0.9924, 2.3309, 5.1210)  0.464
H (0.7370, -4.8531, -3.6772)  0.200
H (0.4940, 1.6670, 3.3237)  0.222
O (-0.4599, 3.1096, 4.9247)  -0.711



(2)
Below is C27H24ClKN5O2S as an isolated structure at a distorted geometry, with properties calculated with wB97M-V/def2-TZVPD.

Lowest unoccupied orbital energy (alpha / beta) = 0.0897 / 0.0897 hartree
Net charge = -1
E_HOMO (alpha / beta) = -2.59 / -2.60 eV

Each line ends with the natural charge from an NBO analysis.
CARTESIAN COORDINATES (ANGSTROEM)
Cl (-0.3053, 5.8429, -4.3461)  -0.050
C (-3.1844, 1.5441, 5.0386)  -0.282
S (0.6475, -1.3842, 2.6340)  0.212
C (2.7763, -1.0221, -4.8077)  -0.166
C (-2.0174, 0.4369, 3.2224)  -0.135
C (-1.4780, 2.5328, -2.4709)  -0.249
H (1.3517, 5.1265, -2.1562)  0.211
C (-2.4331, -2.7739, 0.4281)  -0.194
H (-4.3895, -1.9460, 0.1367)  0.201
C (-2.0300, -0.6527, 2.2242)  -0.118
H (3.1339, -1.2824, -5.7972)  0.200
H (1.6259, -4.6448, -1.1708)  0.199
H (-2.2590, 1.7916, -2.5611)  0.210
H (3.3440, -4.4174, -1.5527)  0.204
C (-1.0595, 1.4650, 3.2279)  0.287
C (2.3333, -4.0588, -1.7660)  -0.667
H (-2.5791, -3.6031, -0.2522)  0.201
N (1.9105, -0.3458, -2.2578)  -0.514
N (1.8871, -2.1510, -0.2428)  -0.217
C (2.1757, -2.5791, -1.4704)  -0.012
K (1.1610, 0.2307, 0.0512)  0.893
H (3.1037, -2.9645, -4.0246)  0.201
C (-0.5369, 2.3423, -1.3971)  0.444
H (1.5788, 1.5253, -2.9682)  0.187
N (1.5294, -3.9730, 2.8029)  -0.871
O (1.8607, 2.4003, 0.4235)  -0.653
C (-2.2251, 2.5449, 5.0532)  -0.199
H (-2.1402, 3.6841, -4.1389)  0.215
C (-3.0629, 0.5005, 4.1376)  -0.166
O (-0.6621, 1.3956, -0.5922)  -0.750
H (-0.4394, -3.3286, 0.8875)  0.211
C (-3.4433, -1.8551, 0.6498)  -0.248
H (1.8001, -3.8511, 3.7713)  0.366
C (2.3356, 0.2731, -4.5319)  -0.344
C (-1.2254, -2.6131, 1.0720)  -0.278
H (-0.4277, 3.2833, 4.1536)  0.197
H (-4.0358, 1.5874, 5.7053)  0.200
H (2.3188, 1.0418, -5.2895)  0.209
C (1.6908, -2.7206, 2.1102)  -0.199
C (2.2765, -1.6285, -2.5172)  0.184
C (-0.9879, -1.5529, 1.9430)  -0.094
C (0.5201, 3.3312, -1.3273)  -0.353
C (1.5845, 3.2774, -0.3841)  0.430
C (-1.4122, 3.5704, -3.3478)  -0.203
H (-3.8045, -0.2878, 4.1337)  0.206
C (-0.3828, 4.5150, -3.2244)  -0.140
H (2.1114, -4.2663, -2.8088)  0.218
H (-2.3198, 3.3757, 5.7404)  0.200
C (1.9277, 0.5345, -3.2344)  0.072
N (-0.0384, 1.4430, 2.3203)  -0.826
H (2.2392, 4.1790, -0.4201)  0.096
H (-4.0172, -0.0992, 1.7099)  0.208
C (2.7471, -1.9668, -3.8173)  -0.292
N (1.8642, -2.9762, 0.7533)  -0.330
H (0.5685, -4.3191, 2.8085)  0.323
C (-3.2334, -0.8242, 1.5428)  -0.175
H (2.1298, -3.9568, 0.6136)  0.375
C (-1.1695, 2.4946, 4.1658)  -0.283
H (-0.2887, 1.0818, 1.4088)  0.403
C (0.5503, 4.4026, -2.2374)  -0.148
H (0.5039, 2.2904, 2.2428)  0.392



| no. | DFT total energy (Ha) |
| --- | --- |
| 1 | -935.96943 |
| 2 | -2925.88234 |